A structure of composition C29H25ClPReS in a non-equilibrium geometry. Source: the Open Molecules 2025 dataset; level of theory: ωB97M-V with the def2-TZVPD basis set.

Each line ends with the Löwdin charge.
Element x y z (Å)
C -2.788 -1.621 2.363  -0.23
C -2.456 -0.516 1.507  -0.25
C -2.802 -0.881 0.154  -0.24
H -2.045 0.442 1.811  0.11
C -3.367 -2.203 0.185  -0.23
C -3.321 -2.672 1.541  -0.21
H -3.654 -3.636 1.895  0.12
H -2.704 -1.633 3.441  0.12
H -2.673 -0.256 -0.719  0.10
H -3.764 -2.736 -0.669  0.12
Re -1.358 -2.226 0.901  0.88
Cl -0.384 -3.303 -0.920  -0.06
P 0.767 1.763 -1.241  1.23
C -0.406 1.954 -2.544  -0.37
C -0.921 3.212 -2.923  -0.07
H -0.587 4.110 -2.402  0.11
C -1.843 3.280 -3.965  -0.06
H -2.242 4.250 -4.270  0.12
C -2.256 2.112 -4.621  -0.04
H -2.956 2.176 -5.456  0.12
C -1.783 0.857 -4.210  -0.06
H -2.115 -0.051 -4.714  0.12
C -0.884 0.764 -3.157  -0.08
H -0.528 -0.198 -2.784  0.10
C 0.605 2.891 0.113  -0.34
C -0.700 3.256 0.550  -0.09
H -1.574 2.859 0.033  0.11
C -0.843 4.118 1.631  -0.06
H -1.839 4.441 1.933  0.12
C 0.287 4.572 2.326  -0.04
H 0.167 5.263 3.161  0.12
C 1.566 4.132 1.961  -0.05
H 2.438 4.458 2.530  0.12
C 1.733 3.283 0.872  -0.06
H 2.722 2.915 0.592  0.11
C 2.396 1.300 -1.744  -0.37
C 3.036 1.873 -2.866  -0.06
H 2.516 2.637 -3.444  0.11
C 4.322 1.452 -3.191  -0.06
H 4.830 1.886 -4.052  0.12
C 4.969 0.480 -2.416  -0.04
H 5.989 0.178 -2.660  0.12
C 4.316 -0.119 -1.329  -0.05
H 4.817 -0.880 -0.731  0.12
C 3.020 0.261 -1.008  -0.07
H 2.458 -0.217 -0.203  0.09
S 0.556 -1.697 2.136  0.54
C 0.310 -3.292 2.772  -0.75
C 0.764 -4.442 2.086  -0.15
C 0.334 -5.691 2.507  -0.08
C -0.433 -5.812 3.671  -0.07
C -0.720 -4.686 4.454  -0.08
C -0.321 -3.428 4.031  -0.13
H 1.352 -4.300 1.182  0.08
H 0.595 -6.579 1.928  0.11
H -0.795 -6.793 3.982  0.11
H -1.264 -4.788 5.396  0.11
H -0.538 -2.523 4.595  0.10

## Properties
Total charge: +1
Molar mass, g mol⁻¹: 658.22
2S+1: 4
Relative energy (zero: lowest compared OMol25 entry of this formula, charge and spin), kJ/mol: 137.0
Lowest unoccupied orbital energy (alpha / beta), eV: -2.7 / -5.5
Frontier orbital gap (alpha / beta), eV: 6.75 / 4.74
Electronic energy, hartree: -2397.80924
Max |F|, eV/Å: 4.988
HOMO level (alpha / beta), eV: -9.49 / -10.24